DFT (ωB97M-V/def2-TZVPD) results for C45H39BaBrN9O4 as an isolated structure at a distorted geometry.

* energy relative to the best compared isomer or geometry (same formula, charge and spin): 24.7 kcal per mole
* frontier orbital gap (spin up / spin down): 6.317 / 4.784 eV
* total charge: -1
* DFT total energy: -5131.58473 Eh

```
99
Properties=species:S:1:pos:R:3:forces:R:3:mulliken_charge:R:1
H 4.3721 -4.5263 6.7789 0.1 -0.2 0.1 0.37
C -0.1645 6.2894 0.0855 -0.2 0.6 0.4 -0.85
H 4.3012 3.2328 4.3863 -0.2 -0.2 -0.5 0.34
H -4.8676 0.8420 2.3544 0.5 0.0 -1.1 0.34
C 5.0448 -3.9044 6.2063 -0.8 0.2 -0.1 -0.27
H -4.0591 -0.1966 -3.8068 -0.5 -1.0 -0.3 0.15
C 1.9730 -2.8262 3.5871 1.2 -0.9 -0.1 -0.03
C 0.4821 5.1451 0.5501 -0.2 -0.7 -0.3 -0.79
C 3.2109 -4.0111 0.1049 0.1 -0.6 0.3 -0.50
H -3.2901 -0.5864 -2.1016 -0.1 0.3 0.4 0.24
C 1.0501 -0.6720 -4.4927 -1.2 0.9 0.1 -0.79
O -7.1187 0.7518 -2.0630 1.0 0.3 1.0 -0.67
H 1.5769 -1.6050 -4.6670 0.3 0.2 0.2 0.37
H 2.5930 0.1756 -3.4024 0.2 0.4 -0.2 0.10
C -3.7008 -0.2005 -1.1628 -0.2 -0.1 -0.4 -0.15
H 6.2396 0.3725 0.9842 -0.9 -0.1 -0.2 0.36
H -1.2761 7.2164 -1.4698 -0.4 0.5 -0.1 0.39
N -2.7719 0.0249 -0.2160 -0.5 -0.5 -0.1 0.35
H -2.3671 0.4611 1.7225 0.1 -0.1 0.4 0.49
O -0.1099 -0.9496 1.4111 -0.3 -0.4 0.4 -0.32
C 2.6909 -3.9461 -1.1798 0.4 -0.6 0.3 -0.76
C -2.0085 2.6552 -2.6551 -0.6 -0.4 -1.1 -0.39
C 5.6757 -3.1066 3.9585 -0.4 -0.5 1.1 -0.29
C 5.0870 1.6968 2.1815 -0.7 -1.2 -0.7 -0.69
O -0.7024 -2.1692 -4.5817 -1.2 0.1 0.5 -0.71
H 4.1936 -4.5207 0.2630 -1.0 0.6 0.2 0.37
H 0.2322 -1.5863 3.9566 0.7 -0.1 -0.4 0.37
C 5.8338 -2.9638 6.7980 1.3 0.7 -1.7 -0.42
H -2.4081 1.6581 -2.9682 0.6 0.9 0.3 0.55
C -2.3411 3.8189 -3.4071 -0.1 -0.3 0.6 -1.05
H 5.5573 -3.2228 2.8952 0.0 0.2 -0.1 0.46
C 2.8010 1.9550 1.5121 0.3 0.4 0.8 0.05
H 0.9722 -3.4755 -2.3263 0.1 0.3 0.0 0.48
C -4.8003 -1.0062 -4.0461 -0.2 0.8 0.2 -0.57
C -0.9048 6.3051 -1.0611 0.3 -0.7 -0.2 -0.94
H -0.2028 7.1991 0.6959 0.7 -0.2 -0.3 0.31
C 1.6373 2.8086 1.4928 -0.3 -0.7 1.4 0.16
C 6.6121 -2.1064 5.9288 -1.5 -2.0 0.2 0.20
N 1.5893 0.1436 -3.4319 0.6 -0.5 1.3 -0.37
H -5.1641 -0.7819 -5.0640 0.2 0.0 0.3 0.57
O -1.1078 -0.1888 -3.4556 0.7 -1.2 -0.3 -0.36
C -5.4333 0.5571 0.2736 0.4 -1.1 -0.6 -0.66
C 0.5842 -1.9411 1.8156 -0.2 1.4 0.7 0.10
N -1.2042 2.6732 -1.6145 -0.3 -0.6 -0.1 0.47
C 4.8586 -3.9119 4.8159 0.6 0.1 -1.5 0.18
H 5.8946 -2.9458 7.8662 0.2 0.4 0.4 0.42
C 1.4487 -3.3693 -1.3506 -1.5 1.6 -1.0 -0.38
Ba 0.1338 0.4170 -0.9301 -0.1 -1.2 0.7 1.33
C -8.3847 -1.6594 -3.0127 0.7 -0.9 0.0 -1.33
C 2.7078 -3.6024 2.5758 -0.7 -0.1 1.7 0.86
H -7.0704 -1.7515 -4.7161 0.1 0.2 0.5 0.53
C 0.9088 -2.1024 3.2531 -1.8 0.8 -2.0 -1.36
C -0.7432 3.8214 -1.1210 0.2 2.5 -0.1 -0.21
C -1.9328 5.0291 -2.8954 0.3 -0.6 -0.7 -0.49
C 2.3726 3.7327 3.6707 -0.6 -0.4 1.1 -0.53
C 0.2020 3.8657 0.0041 -0.2 1.1 -0.3 0.54
H 2.3592 -2.8835 4.6120 -0.4 -0.1 -0.5 0.31
H 1.2357 5.1855 1.3396 -0.7 0.4 -0.4 0.53
C -4.5173 0.6272 1.3143 0.2 -0.4 0.3 -0.85
H -2.1346 5.9451 -3.4394 -0.2 0.1 0.2 0.37
N 3.7954 -4.5941 4.3209 -0.7 -0.2 0.8 -0.92
N -5.9993 -0.8420 -3.1595 0.5 0.3 -0.2 0.38
C 3.8385 2.2383 2.4793 -0.9 -0.2 -0.3 0.57
H -3.3578 -2.5255 -4.6472 -0.5 -0.2 0.0 0.32
C 2.3952 -3.5144 1.1653 -0.1 0.4 -1.0 0.70
H 5.9234 1.9473 2.7811 0.8 0.2 0.5 0.52
H -8.5693 -1.0781 -2.1178 -0.2 0.1 0.0 0.33
H -6.4606 0.7593 0.4573 -0.7 0.4 0.1 0.49
C -1.1504 5.0838 -1.7287 -0.1 -0.8 1.0 0.53
H 7.1641 -1.6003 3.9192 0.5 0.5 -0.3 0.46
N 2.8716 0.9199 0.6685 1.9 -0.6 -1.1 0.35
C -6.0773 0.1035 -2.1197 -1.6 -1.5 -1.1 0.23
H 4.0720 -0.5575 -0.1736 0.2 0.6 0.4 0.30
H 3.1572 -4.3511 -2.0940 0.0 0.1 0.9 0.37
C -5.0811 0.0381 -1.0065 1.5 1.7 1.1 0.27
C -7.2634 -1.0653 -3.8711 -0.5 -0.1 -0.2 -0.53
H -2.9457 3.7475 -4.3232 0.3 0.0 0.6 0.41
H -5.0241 -3.1504 -4.0529 0.1 -0.1 -0.5 0.41
H -8.1541 -2.6930 -2.7110 0.2 0.3 0.0 0.28
N 0.8139 2.7388 0.4011 0.0 -0.5 0.1 0.14
H -7.6713 -0.1460 -4.3078 0.4 0.1 0.0 0.30
H 2.2013 4.3889 4.5507 -0.2 -0.5 -0.8 0.33
Br 7.7763 -0.9171 6.6661 1.1 1.2 0.8 -0.21
N 3.5786 -4.4603 3.0353 1.3 -0.1 -1.4 -0.29
C -0.4201 -1.0605 -4.1173 0.7 0.5 -0.7 0.45
C 3.5341 3.0445 3.6182 1.8 0.5 -0.1 -0.87
H -9.2763 -1.7529 -3.6170 -0.4 0.3 -0.1 0.41
H 1.1517 1.0483 -3.4078 0.3 0.4 -0.5 0.28
H -3.8254 -2.5434 -2.9537 -0.1 -0.1 -0.5 0.17
C -3.1677 0.3468 1.0153 -0.8 0.6 -0.5 -0.48
H 1.0464 -0.0473 -5.3982 -0.2 -0.6 -0.3 0.29
C 4.0847 0.3163 0.5025 -2.2 -0.1 -0.2 -0.33
C -4.2257 -2.4138 -3.9830 0.7 0.6 1.4 -1.03
H 0.4276 3.9942 2.7563 0.2 0.0 0.2 0.74
C 1.3967 3.5061 2.6940 -0.6 0.3 -1.4 -0.87
N 0.7826 -2.5761 -0.4902 1.4 -2.1 0.6 -0.22
C 6.5593 -2.2236 4.5319 -0.5 -0.3 1.0 -0.58
C 5.2146 0.7435 1.1657 1.4 0.8 1.0 -0.74
C 1.2393 -2.7384 0.7957 0.8 0.1 0.3 0.11
```
Positions in Å, forces in eV/Å.